# 1
The following is a DFT calculation (ωB97M-V/def2-TZVPD) of a structure of composition C18H22CuN8S3.

Net charge: +2
Lowest unoccupied orbital energy (alpha / beta) (eV): -5.54 / -6.66
E_HOMO (alpha / beta) (eV): -14.1085 / -14.1013
Spin multiplicity: 2
Orbital gap (alpha / beta) (eV): 8.57 / 7.44

Geometry as XYZ:
```
52
C18H22CuN8S3, DFT ωB97M-V/def2-TZVPD
Cu -0.477 -0.342 -0.309
C 0.484 0.238 -3.890
C -0.923 0.171 -3.391
N -1.329 0.036 -2.140
C -2.712 0.067 -2.062
C -3.349 0.198 -3.248
S -2.200 0.313 -4.497
C -3.287 0.008 -0.723
C -4.581 0.139 -0.348
S -4.686 0.067 1.349
C -3.010 -0.136 1.487
N -2.393 -0.154 0.319
C -2.379 -0.251 2.833
H 1.114 0.788 -3.196
H 0.512 0.744 -4.853
H 0.895 -0.762 -4.035
H -4.408 0.245 -3.441
H -5.451 0.281 -0.968
H -3.131 -0.145 3.612
H -1.631 0.532 2.963
H -1.902 -1.223 2.945
C -1.737 3.382 -0.668
S -0.502 2.516 0.315
C 0.694 3.837 0.577
H -1.305 3.772 -1.588
H -2.169 4.196 -0.089
H -2.525 2.672 -0.916
H 0.215 4.672 1.086
H 1.123 4.177 -0.364
H 1.485 3.451 1.218
N 1.906 -1.665 5.650
C 1.491 -1.918 4.414
N 1.435 -3.183 3.983
N 1.152 -0.872 3.663
C 0.694 -0.977 2.472
N 0.265 -0.983 1.390
H 2.198 -2.389 6.283
H 1.960 -0.706 5.951
H 1.688 -3.959 4.571
H 1.124 -3.387 3.050
N 3.592 -4.180 -3.228
C 3.354 -3.193 -2.694
C 3.056 -1.954 -2.028
C 4.037 -1.000 -1.775
C 3.670 0.173 -1.137
C 2.348 0.359 -0.779
N 1.405 -0.558 -1.033
C 1.751 -1.696 -1.634
H 5.061 -1.181 -2.072
H 4.400 0.938 -0.915
H 2.010 1.266 -0.296
H 0.970 -2.425 -1.814
```

What are the Mulliken partial charges on each atom? They are as follows, in elementary charge units: -1.241, -1.077, 0.458, 0.469, -0.065, -0.295, -0.100, -0.080, -0.236, -0.099, 0.714, 0.436, -1.183, 0.173, 0.518, 0.255, 0.456, 0.462, 0.518, 0.236, 0.214, -0.970, 0.350, -1.138, 0.317, 0.434, 0.216, 0.398, 0.340, 0.365, -0.361, 0.611, -0.323, -0.688, 1.017, -0.541, 0.204, 0.240, 0.208, 0.169, -0.379, -0.262, 0.293, -0.259, -0.819, -0.312, 1.002, -0.355, 0.547, 0.492, 0.145, 0.526

---

# 2
The following is a DFT calculation (ωB97M-V/def2-TZVPD) of a structure of composition C6H8AgO6 at a distorted geometry.

Net charge: 0
Lowest unoccupied orbital energy (alpha / beta) (eV): -1.62 / -2.90
Energy above the lowest of the compared OMol25 structures with the same formula, charge and spin (kcal/mol): 9.3
E_HOMO (alpha / beta) (eV): -9.3511 / -9.3508
Spin multiplicity: 2
Orbital gap (alpha / beta) (eV): 7.74 / 6.45

Geometry as XYZ:
```
21
C6H8AgO6, DFT ωB97M-V/def2-TZVPD
O -1.028 2.199 -0.491
C -1.308 3.308 0.160
O -0.524 4.269 0.276
O -2.357 3.360 0.852
C 0.314 2.005 -0.999
H 0.472 2.714 -1.824
H 1.037 2.227 -0.201
C 0.431 0.574 -1.446
H -0.333 0.329 -2.194
H 1.437 0.401 -1.849
O 0.604 -1.900 1.925
C -0.110 -2.865 1.503
C 0.217 -0.505 -0.098
O -0.713 -3.663 2.243
O -0.470 -2.814 0.205
C 0.304 -1.933 -0.617
H 1.107 -0.233 0.487
H -0.812 -0.236 0.178
H 1.350 -2.267 -0.590
H -0.114 -2.055 -1.624
Ag 0.496 -2.914 4.104
```

What are the Mulliken partial charges on each atom? They are as follows, in elementary charge units: -0.293, 0.818, -0.429, -0.370, -0.472, 0.420, 0.342, -0.881, 0.404, 0.384, -0.721, 1.028, -0.350, -0.756, -0.346, -0.475, 0.272, 0.282, 0.268, 0.343, 0.533

---

# 3
The following is a DFT calculation (ωB97M-V/def2-TZVPD) of a structure of composition C28H30CoF7N5O11S3.

Net charge: 0
Lowest unoccupied orbital energy (alpha / beta) (eV): -1.95 / -1.95
Energy above the lowest of the compared OMol25 structures with the same formula, charge and spin (kcal/mol): 6.1
E_HOMO (alpha / beta) (eV): -7.5317 / -7.5984
Spin multiplicity: 4
Orbital gap (alpha / beta) (eV): 5.58 / 5.64

Geometry as XYZ:
```
85
C28H30CoF7N5O11S3, DFT ωB97M-V/def2-TZVPD
Co -0.027 1.515 -3.658
F 0.904 7.462 -3.315
C 0.592 6.502 -4.183
F 1.364 6.629 -5.258
F -0.681 6.653 -4.547
S 0.862 4.833 -3.443
O 0.100 3.932 -4.286
O 2.272 4.678 -3.338
N 0.142 5.073 -2.030
S -0.696 3.890 -1.469
O -0.100 2.598 -1.808
O -1.084 4.079 -0.108
C -2.344 4.060 -2.384
F -2.405 3.406 -3.536
F -2.573 5.349 -2.615
F -3.351 3.614 -1.617
C -2.546 -4.884 -0.333
C -1.250 -4.126 -0.081
N -1.272 -2.786 -0.662
C -0.755 -2.609 -1.893
C -0.820 -1.463 -2.617
C -0.093 -1.454 -3.952
O 0.358 -2.524 -4.344
O 0.001 -0.321 -4.514
C -1.545 -0.346 -2.105
O -1.733 0.726 -2.742
C -2.046 -0.512 -0.730
C -2.610 0.576 -0.079
C -3.073 0.448 1.196
F -3.653 1.509 1.807
C -2.983 -0.757 1.890
C -2.419 -1.844 1.257
C -1.926 -1.736 -0.049
N -3.444 -0.904 3.235
C -4.697 -1.607 3.409
C -4.753 -2.180 4.812
N -4.599 -1.042 5.788
C -3.314 -0.284 5.556
C -3.330 0.230 4.129
H -2.503 -5.874 0.122
H -2.710 -5.003 -1.403
H -3.402 -4.348 0.080
H -0.409 -4.648 -0.534
H -1.032 -4.049 0.984
H -0.220 -3.446 -2.326
H -2.668 1.520 -0.577
H -2.316 -2.760 1.822
H -4.773 -2.419 2.688
H -5.566 -0.943 3.251
H -3.916 -2.854 4.986
H -5.692 -2.685 5.027
H -4.655 -1.377 6.749
H -5.377 -0.393 5.647
H -2.499 -0.987 5.711
H -3.264 0.519 6.289
H -2.402 0.765 3.938
H -4.152 0.952 4.012
C 6.991 -2.278 2.625
C 5.778 -1.637 2.008
C 5.736 -0.263 1.791
C 4.618 0.336 1.230
C 3.533 -0.450 0.878
C 3.548 -1.821 1.096
C 4.667 -2.404 1.664
S 2.145 0.286 0.070
O 0.992 -0.551 0.280
O 2.106 1.659 0.481
N 2.558 0.084 -1.498
C 3.642 0.919 -2.042
C 3.817 0.666 -3.538
C 3.027 1.595 -4.455
O 3.607 2.169 -5.357
O 1.762 1.704 -4.211
H 7.898 -1.729 2.372
H 7.107 -3.307 2.285
H 6.908 -2.296 3.714
H 6.589 0.346 2.063
H 4.576 1.406 1.071
H 2.684 -2.409 0.814
H 4.685 -3.473 1.839
H 1.729 0.096 -2.088
H 4.557 0.618 -1.529
H 3.453 1.977 -1.838
H 3.502 -0.359 -3.761
H 4.866 0.764 -3.809
```

What are the Mulliken partial charges on each atom? They are as follows, in elementary charge units: 1.090, -0.214, 0.418, -0.201, -0.223, 1.170, -0.666, -0.599, -0.738, 1.447, -0.133, -0.642, 0.569, -0.201, -0.243, -0.257, -1.102, -1.146, 0.587, -0.198, -0.132, 0.351, -0.773, -0.603, 1.550, -1.089, 0.115, -0.715, 0.725, -0.369, -1.250, -0.998, 0.308, 0.436, -0.473, -0.786, -0.151, -0.967, -0.593, 0.408, 0.328, 0.259, 0.534, 0.454, 0.587, 0.494, 0.554, 0.423, 0.246, 0.356, 0.415, 0.350, 0.400, 0.368, 0.422, 0.506, 0.422, -1.446, 0.985, -0.800, -0.367, -0.237, -0.658, -0.817, 1.336, -0.380, -0.717, 0.184, -0.178, -1.077, 0.337, -0.720, -0.376, 0.374, 0.379, 0.278, 0.375, 0.517, 0.444, 0.353, -0.097, 0.441, 0.335, 0.359, 0.342

---

# 4
The following is a DFT calculation (ωB97M-V/def2-TZVPD) of a cluster of 2 separate species, C12H12NOP in total at a distorted geometry.

Net charge: 0
Lowest unoccupied orbital energy (eV): 0.09
SMILES string: C1=C[C@@H]2c3ccccc3O[C@@H]2C=C1.[H]/N=P/[H]
Energy above the lowest of the compared OMol25 structures with the same formula, charge and spin (kcal/mol): 50.1
E_HOMO (eV): -8.2635
Orbital gap (eV): 8.35

Geometry as XYZ:
```
27
C12H12NOP, DFT ωB97M-V/def2-TZVPD
C -3.069 1.975 -0.361
C -3.685 0.794 -0.718
C -1.724 2.126 -0.399
C -2.913 -0.228 -1.142
C -0.959 0.986 -0.551
C -1.545 -0.204 -0.938
C 1.098 -1.150 1.839
C 1.256 0.306 1.944
C 0.764 -1.724 0.656
C 0.571 0.678 -0.392
C 1.127 1.142 0.917
C 0.609 -0.825 -0.619
N 4.048 -1.518 -0.823
O -0.683 -1.165 -1.200
P 3.645 -1.710 0.698
H -3.723 2.850 -0.135
H -4.780 0.740 -0.593
H -1.503 3.217 -0.190
H -3.359 -0.927 -1.787
H 1.147 -1.691 2.699
H 1.733 0.570 2.801
H 2.940 -2.999 0.605
H 0.467 -2.708 0.502
H 0.995 1.247 -1.243
H 1.391 2.121 0.988
H 1.434 -1.158 -1.369
H 4.716 -0.745 -1.185
```

What are the Mulliken partial charges on each atom? They are as follows, in elementary charge units: -0.265, -0.565, -0.880, -0.653, 1.143, -0.293, -0.448, -0.541, -1.103, 0.121, -0.701, 0.406, -0.493, -0.479, 0.240, 0.298, 0.354, 0.258, 0.458, 0.566, 0.495, 0.052, 0.556, 0.392, 0.634, 0.205, 0.243

---

# 5
The following is a DFT calculation (ωB97M-V/def2-TZVPD) of a structure of composition C13H7Cl5NO3RuS.

Net charge: +1
Lowest unoccupied orbital energy (eV): -5.03
Energy above the lowest of the compared OMol25 structures with the same formula, charge and spin (kcal/mol): 102.4
E_HOMO (eV): -11.9675
Orbital gap (eV): 6.94

Geometry as XYZ:
```
31
C13H7Cl5NO3RuS, DFT ωB97M-V/def2-TZVPD
Ru 0.062 0.165 1.083
O 1.794 2.861 -1.035
N 1.772 -0.643 0.208
C 3.658 0.999 -1.503
C 4.648 0.383 -0.875
C 4.790 -0.090 0.508
C 3.916 -0.545 1.420
C 2.469 -0.676 1.284
S 1.375 -0.546 2.705
H 3.629 1.339 -2.527
H 5.541 0.258 -1.479
H 5.825 -0.083 0.832
H 4.313 -0.820 2.390
Cl 2.130 1.157 -0.681
C 0.724 3.125 -0.219
C 0.053 2.185 0.580
C -1.003 2.660 1.339
Cl -1.758 1.389 2.288
C -1.446 3.961 1.380
Cl -2.768 4.414 2.365
C -0.763 4.882 0.577
Cl -1.249 6.518 0.566
C 0.311 4.466 -0.205
Cl 1.166 5.584 -1.182
C -2.566 -2.537 -0.874
O -1.648 -2.131 0.196
C -1.155 -0.954 0.095
O -1.294 -0.073 -0.730
H -2.803 -3.571 -0.659
H -2.065 -2.435 -1.832
H -3.453 -1.911 -0.832
```

What are the Mulliken partial charges on each atom? They are as follows, in elementary charge units: -0.428, -0.574, -0.831, -0.582, -0.281, -0.275, -0.522, 1.085, -0.244, 0.443, 0.367, 0.381, 0.378, 0.811, 0.961, -0.990, 1.285, -0.116, -0.356, -0.168, 0.800, -0.143, -0.098, -0.142, -0.667, -0.359, 0.775, -0.415, 0.253, 0.323, 0.327